Entry from the Open Molecules 2025 dataset: 2 unconnected molecules or ions with the total composition C4H12NO3 in a non-equilibrium geometry (the ωB97M-V functional and the def2-TZVPD basis).

Structure (XYZ):
```
20
Properties=species:S:1:pos:R:3:forces:R:3:nbo_charge:R:1
O 2.347 0.852 -1.971 -0.2 0.4 0.3 -0.993
O -1.557 -1.221 1.855 0.7 0.0 0.1 -0.733
O 0.987 -1.070 -0.857 -1.1 -0.1 -0.1 -0.367
N -0.650 1.600 -1.052 0.1 0.2 -0.1 -0.850
C -0.336 -0.823 -1.035 -0.5 -0.4 0.1 -0.140
C -0.169 -0.814 1.963 -0.5 0.9 -0.2 -0.088
C -0.014 0.483 1.190 -0.3 0.9 -1.9 -0.454
C -0.800 0.487 -0.171 0.2 -1.2 -0.1 0.014
H -1.518 -2.108 2.208 -0.6 -0.4 0.1 0.467
H -1.854 0.317 0.012 -0.2 0.1 0.1 0.207
H 0.459 -1.569 1.478 0.1 0.1 0.5 0.188
H 1.890 0.068 -1.569 0.9 0.2 -0.9 0.483
H -0.301 1.399 1.719 -0.2 -0.3 0.2 0.210
H -0.705 -0.811 -2.078 0.6 0.8 0.1 0.178
H -0.963 -1.623 -0.617 0.3 -0.2 0.8 0.231
H -0.993 2.476 -0.690 0.0 0.0 0.0 0.372
H 2.912 0.606 -2.713 -0.3 -0.4 0.3 0.477
H 0.975 0.697 0.781 0.5 -0.4 0.9 0.227
H 0.261 1.690 -1.484 0.1 0.1 0.2 0.394
H 0.028 -0.635 3.033 0.4 -0.3 -0.4 0.178
```
Forces are in eV/Å.

Summary:
calculated total energy	-11972.3162	eV
LUMO level (spin up / spin down)	0.806 / -2.227	eV
charge	0
energy relative to the best compared isomer or geometry (same formula, charge and spin)	0.454	eV
2S+1	2
orbital gap (spin up / spin down)	10.0093 / 6.9444	eV

Entry from the Open Molecules 2025 dataset: a single C4H8OS molecule in a non-equilibrium geometry (the ωB97M-V functional and the def2-TZVPD basis).

Structure (XYZ):
```
14
Properties=species:S:1:pos:R:3:forces:R:3:nbo_charge:R:1
S -0.431 -1.600 -0.010 0.4 1.6 -1.3 0.084
O 0.021 1.001 -0.325 1.9 1.4 -1.0 -0.534
C 0.758 -0.141 -0.594 0.3 -1.8 2.9 0.074
C 2.084 -0.253 0.239 -0.4 0.8 -2.4 -0.640
C -1.806 -0.393 -0.178 -0.5 -0.8 0.9 -0.541
C -1.159 0.880 0.342 -2.3 -0.2 0.5 -0.070
H 2.478 -1.251 0.233 0.3 -0.5 -0.5 0.217
H 2.831 0.492 -0.133 -0.5 -0.7 0.2 0.211
H 1.031 -0.173 -1.616 -0.3 -0.2 -1.3 0.179
H -1.050 0.738 1.439 0.1 0.5 -0.4 0.169
H 1.889 -0.073 1.234 -0.6 0.7 2.3 0.213
H -2.212 -0.268 -1.185 0.3 -0.2 0.0 0.213
H -2.629 -0.725 0.487 0.5 0.2 -0.4 0.230
H -1.804 1.765 0.068 0.8 -0.7 0.6 0.196
```
Forces are in eV/Å.

Summary:
calculated total energy	-17159.5663	eV
LUMO level	0.952	eV
charge	0
energy relative to the best compared isomer or geometry (same formula, charge and spin)	0.884	eV
SMILES	C[C@@H]1OCCS1
orbital gap	9.8195	eV

Entry from the Open Molecules 2025 dataset: 8 unconnected molecules or ions with the total composition C19H51F3O10S in a non-equilibrium geometry (the ωB97M-V functional and the def2-TZVPD basis).

Structure (XYZ):
```
84
Properties=species:S:1:pos:R:3:forces:R:3:mulliken_charge:R:1
S -15.777 5.432 -1.211 -0.2 0.4 0.0 1.045
F -16.176 3.494 -2.951 0.0 0.0 0.0 -0.229
F -17.573 3.510 -1.300 -0.1 0.0 0.0 -0.238
F -15.532 2.849 -0.983 -0.1 -0.2 0.0 -0.195
O -12.656 8.682 -2.222 -0.2 -0.1 0.0 -0.478
O -16.166 5.594 0.170 0.2 -0.2 0.0 -0.838
O -15.378 3.892 2.332 0.0 -0.1 0.1 -0.644
O -14.328 5.362 -1.416 0.1 -0.4 0.2 -1.583
O -10.559 7.694 -0.299 0.4 0.0 0.5 -0.306
O -16.443 6.293 -2.147 0.0 0.0 -0.2 -0.700
O -11.635 6.008 -4.517 -0.2 -0.3 -0.2 -0.438
O -11.508 3.133 -2.795 -0.1 0.1 0.1 -0.308
O -9.165 6.692 -5.573 0.3 0.0 0.5 -0.580
O -11.989 6.034 -1.987 0.5 -0.3 0.1 1.906
C -14.076 8.802 -1.879 0.7 0.0 0.4 1.076
C -7.269 5.911 -4.252 -0.7 -0.6 0.2 -1.471
C -13.989 3.629 2.204 -0.4 0.5 -0.4 1.319
C -14.242 8.587 -0.381 0.1 -0.2 -0.1 -0.943
C -9.956 7.484 1.016 -0.2 0.4 -0.3 0.462
C -13.808 5.013 -4.731 -0.3 0.2 0.1 -1.136
C -8.274 7.025 -4.479 0.7 0.7 -0.3 0.671
C -9.066 7.400 -3.251 -0.4 -1.1 0.3 -0.785
C -12.587 5.485 -5.480 -0.1 0.4 0.4 0.762
C -11.713 2.625 -1.460 0.0 0.3 -0.4 1.986
C -12.369 1.270 -1.504 -0.5 -0.2 -0.1 -1.661
C -10.404 2.612 -0.705 0.5 -0.3 0.4 -1.448
C -11.010 7.695 2.088 -0.2 -0.3 0.1 -1.039
C -14.609 10.147 -2.324 -0.5 -0.2 -0.2 -1.597
C -11.949 4.396 -6.309 0.4 0.0 -0.2 -1.352
C -16.310 3.722 -1.640 0.3 0.2 0.0 0.632
C -9.330 6.112 1.047 0.3 -0.2 0.3 -1.109
C -13.219 4.947 2.212 0.1 -0.5 -0.2 -0.602
C -13.567 2.718 3.320 0.0 -0.1 0.2 -1.626
H -11.069 4.804 -6.815 0.0 -0.2 -0.1 0.372
H -14.224 10.454 -3.297 0.1 -0.1 0.0 0.377
H -12.405 3.346 -1.020 0.1 0.0 0.1 -0.884
H -10.557 8.644 -0.441 -0.1 0.0 0.0 0.146
H -8.616 6.241 -6.223 -0.2 0.0 -0.2 0.305
H -14.548 7.964 -2.389 0.0 0.2 -0.2 -0.262
H -10.617 7.603 3.103 0.2 0.1 -0.1 0.436
H -12.853 5.613 -1.667 -0.2 0.5 -0.2 0.338
H -11.813 0.608 -2.175 0.1 -0.1 0.2 0.466
H -13.387 1.336 -1.891 0.1 0.1 -0.1 0.330
H -14.510 4.546 -5.423 0.1 -0.1 0.0 0.584
H -13.667 9.329 0.184 -0.1 0.0 0.0 0.395
H -11.869 5.959 -3.000 0.0 0.0 -0.1 0.257
H -8.397 7.762 -2.471 -0.1 0.4 -0.1 0.542
H -11.628 3.554 -5.694 0.0 0.1 0.2 0.141
H -9.735 1.825 -1.075 -0.1 0.2 -0.3 0.405
H -13.538 4.296 -3.954 0.0 0.0 -0.1 -0.029
H -13.838 3.143 1.230 0.3 -0.1 0.0 -0.329
H -10.789 6.211 -4.966 -0.1 0.0 0.1 0.104
H -15.693 10.060 -2.432 0.0 0.2 0.1 0.411
H -11.885 6.977 -1.701 -0.4 -0.2 0.0 -0.048
H -6.713 5.703 -5.167 0.2 0.1 0.1 0.439
H -13.368 5.472 3.156 -0.1 0.1 0.0 0.314
H -14.001 3.081 4.253 0.1 0.0 0.0 0.382
H -9.523 6.506 -2.805 0.0 0.1 -0.2 -0.240
H -7.802 4.992 -3.977 0.0 0.0 -0.1 0.300
H -11.470 8.679 1.989 0.0 0.0 0.0 0.347
H -9.891 3.571 -0.772 0.0 0.0 -0.1 0.188
H -8.658 5.941 0.206 -0.1 0.1 -0.1 0.337
H -7.684 7.903 -4.784 -0.3 0.0 -0.1 0.174
H -6.601 6.131 -3.421 0.2 0.2 -0.2 0.383
H -12.871 6.350 -6.092 0.0 -0.2 -0.3 0.247
H -12.478 2.728 3.396 0.0 -0.2 0.1 0.332
H -13.564 5.555 1.375 0.0 0.2 0.1 -0.085
H -9.888 8.079 -3.474 0.2 0.3 0.0 0.185
H -12.450 0.829 -0.509 0.2 -0.1 0.0 0.389
H -8.728 6.011 1.955 -0.1 0.0 0.0 0.500
H -14.352 5.847 -4.282 0.1 0.0 0.1 0.201
H -11.071 2.460 -3.329 0.0 -0.1 0.1 0.210
H -12.632 3.994 -7.058 -0.1 0.2 0.0 0.439
H -12.202 9.467 -1.896 -0.2 0.1 0.0 0.219
H -10.525 2.364 0.354 -0.3 0.2 0.0 0.315
H -13.888 7.591 -0.113 0.0 0.1 0.1 -0.146
H -15.288 8.639 -0.080 0.0 0.1 -0.1 0.433
H -15.639 4.446 1.576 -0.1 0.0 0.2 0.356
H -13.913 1.696 3.167 0.0 0.0 0.0 0.403
H -14.398 10.924 -1.586 0.1 0.0 0.0 0.371
H -11.781 6.925 1.998 0.0 0.3 -0.1 0.053
H -9.177 8.250 1.127 0.1 -0.2 0.0 0.267
H -12.150 4.749 2.084 0.0 0.0 0.0 0.149
H -10.073 5.312 1.074 -0.1 0.1 -0.1 -0.071
```
Forces are in eV/Å.

Summary:
calculated total energy	-59993.7059	eV
LUMO level	0.105	eV
charge	0
energy relative to the best compared isomer or geometry (same formula, charge and spin)	0.000	eV
orbital gap	9.2786	eV

Entry from the Open Molecules 2025 dataset: a gas-phase ion, C3H8N3S2 (charge +1) in a non-equilibrium geometry (the ωB97M-V functional and the def2-TZVPD basis).

Structure (XYZ):
```
16
Properties=species:S:1:pos:R:3:forces:R:3:nbo_charge:R:1
S 3.199 -0.960 -0.257 -0.3 1.1 1.0 0.048
S 1.262 1.055 1.137 -0.1 0.7 -0.2 0.464
N -0.627 -0.623 -0.105 1.3 0.1 1.4 -0.477
N 0.669 -1.076 -0.338 -2.3 -2.0 -1.0 -0.455
N 0.192 1.994 -1.183 -0.2 -1.0 0.8 -0.671
C 0.177 1.986 0.158 0.5 -1.3 -2.1 0.080
C 1.692 -0.402 0.124 2.6 0.0 -0.9 -0.127
C -1.312 -1.229 0.974 1.6 -2.5 2.7 -0.429
H -1.194 -0.634 -0.880 -1.0 -0.1 -2.6 0.370
H -2.231 -0.755 1.083 -1.6 1.0 0.3 0.219
H -0.695 -1.076 1.953 -1.2 -0.4 -1.6 0.208
H 0.780 1.358 -1.750 0.2 0.5 1.1 0.434
H -0.600 2.555 0.673 0.4 0.2 -0.2 0.265
H -1.570 -2.337 0.871 0.7 1.2 0.0 0.201
H -0.627 2.200 -1.753 0.0 0.8 0.7 0.436
H 0.885 -2.055 -0.707 -0.5 1.7 0.6 0.434
```
Forces are in eV/Å.

Summary:
calculated total energy	-29372.3279	eV
LUMO level	-5.500	eV
charge	+1
energy relative to the best compared isomer or geometry (same formula, charge and spin)	2.745	eV
orbital gap	7.2181	eV

Entry from the Open Molecules 2025 dataset: 4 unconnected molecules or ions with the total composition C14H22O10S in a non-equilibrium geometry (the ωB97M-V functional and the def2-TZVPD basis).

Structure (XYZ):
```
47
Properties=species:S:1:pos:R:3:forces:R:3:nbo_charge:R:1
S -0.744 -3.516 1.079 0.3 0.3 0.3 2.526
O 0.355 -0.352 4.674 -0.7 -1.1 0.1 -0.496
O 0.548 -3.192 1.964 -1.0 0.2 0.8 -0.690
O -0.581 0.745 -4.505 0.4 0.5 0.0 -0.575
O -1.089 -1.946 0.840 -0.6 -1.5 -0.6 -0.687
O -1.815 -4.126 1.817 1.3 0.9 -0.7 -0.866
O 0.272 -1.150 -3.699 0.6 -0.2 0.2 -0.495
O 1.818 1.108 3.959 -0.3 0.5 0.0 -0.570
O -0.002 2.277 -0.244 -0.2 0.0 -0.1 -0.595
O 2.006 1.842 -1.063 0.6 -0.1 0.1 -0.494
O -0.230 -4.118 -0.114 -0.7 0.3 0.1 -0.918
C -1.087 -0.557 4.691 0.5 0.6 0.8 -0.074
C -0.243 -2.255 -2.954 -1.5 -0.6 0.5 -0.080
C -1.613 0.461 3.703 -0.7 -0.2 0.1 -0.428
C 0.910 3.566 -2.136 -0.3 1.2 0.3 -0.534
C 0.134 -1.239 0.654 -0.4 1.3 0.4 -0.129
C -1.673 -0.406 -2.670 0.1 0.1 0.1 -0.533
C 1.865 2.950 -3.129 -0.3 -0.3 -0.3 -0.436
C 2.814 2.165 -2.212 -0.7 -0.3 -1.0 -0.072
C 0.847 2.525 -1.055 0.0 0.2 0.3 0.801
C 1.079 -1.869 1.655 1.9 -1.0 -0.2 -0.114
C 0.662 0.839 4.146 1.0 0.1 -0.8 0.783
C -0.610 -0.136 -3.699 -0.5 -0.1 0.1 0.793
C -0.604 1.592 3.792 -0.3 0.1 0.8 -0.533
C -1.753 -1.938 -2.699 0.3 0.6 -0.5 -0.420
H -0.176 -0.221 0.900 0.6 0.1 0.1 0.233
H 0.511 -1.206 -0.368 -0.2 -0.5 0.0 0.201
H -2.613 0.736 4.044 0.0 0.2 -0.5 0.225
H 3.734 2.712 -2.012 -0.1 0.0 0.7 0.189
H 3.034 1.204 -2.672 0.4 0.1 0.1 0.198
H -2.523 0.221 -2.923 -0.3 -0.4 0.1 0.246
H 2.063 -2.147 1.269 -0.1 0.5 -0.6 0.208
H 1.310 2.225 -3.730 0.1 0.2 -0.2 0.235
H -1.388 -1.585 4.505 0.5 -0.1 -0.3 0.210
H -2.106 -2.288 -1.734 0.0 -0.4 -0.1 0.228
H 1.325 4.483 -1.692 0.4 -0.3 0.2 0.235
H -1.328 -0.130 -1.669 0.1 0.3 -0.1 0.233
H 2.335 3.677 -3.785 0.2 -0.1 0.0 0.225
H 0.148 -2.410 -1.947 0.9 0.3 -0.4 0.187
H -0.047 3.961 -2.474 -0.2 -0.8 -0.3 0.250
H -1.646 0.032 2.700 -0.2 0.1 0.0 0.213
H -0.053 -3.141 -3.552 -0.1 -0.1 0.1 0.204
H -0.563 2.270 2.946 0.4 -0.2 -0.2 0.260
H 1.348 -1.275 2.528 -0.9 -0.2 0.4 0.233
H -0.851 2.209 4.665 0.1 0.0 0.0 0.234
H -1.385 -0.325 5.717 -0.2 0.1 -0.1 0.178
H -2.396 -2.275 -3.511 0.0 -0.1 0.1 0.214
```
Forces are in eV/Å.

Summary:
calculated total energy	-46184.2796	eV
LUMO level	0.636	eV
charge	0
energy relative to the best compared isomer or geometry (same formula, charge and spin)	0.000	eV
SMILES	O=S1(=O)OCCO1.O=C1CCCO1.O=C1CCCO1.O=C1CCCO1
orbital gap	11.0365	eV

Entry from the Open Molecules 2025 dataset: a gas-phase ion, C8H16N (charge +1) in a non-equilibrium geometry (the ωB97M-V functional and the def2-TZVPD basis).

Structure (XYZ):
```
25
Properties=species:S:1:pos:R:3:forces:R:3:nbo_charge:R:1
N -0.696 -1.122 -1.324 -3.1 0.0 -0.6 -0.740
C 3.442 -0.341 0.331 0.0 2.3 2.0 -0.636
C -1.644 -0.361 0.972 -0.6 0.2 1.5 -0.493
C -0.042 1.162 -0.360 -1.3 -1.1 -1.2 -0.451
C 1.969 -0.123 0.142 1.2 0.7 -0.5 0.027
C -0.577 -0.229 -0.037 5.0 -1.1 2.2 0.224
C 1.445 1.031 -0.591 -1.4 -0.6 -0.1 -0.458
C -2.922 0.391 0.730 -1.7 0.1 -0.6 -0.628
C 1.067 -0.916 0.623 -3.3 0.1 0.0 -0.239
H -3.469 0.002 -0.107 -0.1 -0.2 -1.0 0.198
H 1.821 1.861 -0.141 1.8 2.7 0.7 0.241
H -0.454 -2.104 -1.122 1.0 0.7 -0.1 0.455
H -1.731 -1.409 1.159 -0.9 -1.0 0.0 0.223
H -3.696 0.213 1.493 0.7 0.3 0.3 0.250
H 3.946 0.373 1.175 -1.3 -1.9 -2.0 0.244
H 3.515 -1.369 0.533 0.7 -1.3 0.9 0.224
H -1.734 -1.323 -1.647 2.1 1.3 0.6 0.446
H -0.575 1.518 -1.245 0.1 0.2 -0.3 0.218
H -2.832 1.478 0.553 0.3 -0.5 0.3 0.226
H 1.399 -1.665 1.361 -1.3 -0.2 -0.4 0.240
H 3.953 -0.201 -0.585 0.6 0.5 -0.9 0.229
H -0.171 -0.675 -2.127 -0.5 -1.0 1.1 0.460
H -0.290 1.913 0.376 -0.1 -0.3 0.6 0.256
H 1.629 1.027 -1.623 0.9 0.1 -1.5 0.214
H -1.390 -0.028 2.004 1.1 0.0 -0.9 0.269
```
Forces are in eV/Å.

Summary:
calculated total energy	-10036.5233	eV
LUMO level	-3.534	eV
charge	+1
energy relative to the best compared isomer or geometry (same formula, charge and spin)	2.752	eV
SMILES	CC[C@]1([NH3+])C=C(C)CC1
orbital gap	9.7974	eV